16
Properties=species:S:1:pos:R:3:forces:R:3:lowdin_charge:R:1 method="wB97M-V/def2-TZVPD" total_charge=0 de_lowest_ev=2.680 spin_multiplicity=1 max_force_ha_per_bohr=0.064
C 0.587849 -1.016481 0.984473 -0.6 -0.4 -0.5 -0.077
C 0.603634 0.207410 0.097933 0.6 1.8 0.8 -0.340
C 1.917106 0.430167 -0.608012 0.1 0.2 0.2 -0.086
C -0.258669 1.268549 0.293563 2.2 -0.7 -1.6 -0.185
N -1.552244 1.002068 0.549236 -2.0 -2.4 -1.0 0.064
C -1.910397 0.081429 -0.325546 -1.5 1.9 1.6 -0.255
O -2.990733 -0.678040 -0.050257 0.0 -0.1 0.0 0.053
H 0.610348 -1.925667 0.375516 0.1 -0.1 0.2 0.076
H 1.471558 -1.029972 1.632975 0.0 0.1 -0.2 0.080
H -0.291331 -1.065832 1.629305 0.0 0.1 -0.1 0.076
H 2.748156 0.479891 0.105011 0.0 -0.1 -0.1 0.076
H 2.119095 -0.397087 -1.295574 0.0 0.1 0.1 0.078
H 1.928743 1.359260 -1.184437 -0.1 -0.1 0.0 0.071
H -0.000968 2.295392 0.034549 0.2 -0.1 0.1 0.115
H -1.658690 0.100644 -1.390664 0.8 -0.3 0.5 0.146
H -3.323456 -1.111729 -0.848071 0.2 0.1 0.1 0.107



16
Properties=species:S:1:pos:R:3:forces:R:3:lowdin_charge:R:1 method="wB97M-V/def2-TZVPD" total_charge=0 de_lowest_ev=3.491 spin_multiplicity=1 max_force_ha_per_bohr=0.011
C -1.404462 -0.236233 1.091988 0.0 0.0 0.1 -0.078
C -1.302206 -0.227882 -0.424998 0.0 -0.4 0.1 -0.233
N -0.721707 0.986111 -1.001034 0.2 -0.1 -0.4 -0.053
C 0.536980 1.281156 -1.131902 0.0 0.5 0.2 -0.067
C 1.559599 0.569773 -0.255237 0.1 0.1 -0.1 -0.202
C 1.871101 -0.891496 0.020992 -0.3 -0.4 -0.2 -0.258
O 1.218201 -1.880333 -0.217723 0.3 0.5 0.0 0.031
H -0.454166 0.023201 1.565355 -0.1 0.0 -0.1 0.062
H -2.167416 0.449822 1.467165 0.1 0.0 -0.1 0.073
H -1.657047 -1.245921 1.423810 0.0 0.1 0.0 0.080
H -2.279696 -0.362983 -0.887197 -0.1 -0.1 0.1 0.115
H -1.354796 1.570181 -1.542271 0.2 -0.2 0.2 0.118
H -0.650987 -1.035293 -0.756958 -0.3 -0.1 0.1 0.090
H 1.415239 1.028406 0.739094 0.1 0.0 -0.1 0.118
H 2.518446 0.979051 -0.584965 0.1 -0.1 0.1 0.085
H 2.872921 -1.007558 0.493878 -0.1 0.1 0.0 0.119



16
Properties=species:S:1:pos:R:3:forces:R:3:lowdin_charge:R:1 method="wB97M-V/def2-TZVPD" total_charge=0 de_lowest_ev=3.827 spin_multiplicity=1 max_force_ha_per_bohr=0.013
C 3.003082 0.320151 0.368209 0.3 -0.1 0.0 -0.124
O 1.672007 0.744432 0.467612 0.0 0.1 0.0 -0.196
C 0.756995 -0.319694 0.444514 -0.1 -0.2 0.0 -0.276
C -0.622908 0.303099 0.495239 0.1 0.0 0.1 -0.186
C -3.413612 -0.213492 -1.332737 -0.3 -0.1 -0.1 -0.013
C -1.701580 -0.746254 0.396021 -0.5 0.2 -0.4 -0.043
N -2.568634 -0.498496 -0.436200 0.4 0.1 0.2 -0.062
H 3.624067 1.219171 0.370625 0.0 -0.2 0.0 0.089
H 3.179159 -0.238954 -0.564873 0.0 0.1 0.1 0.089
H 3.287093 -0.320703 1.217701 0.0 0.1 -0.1 0.090
H 0.903145 -1.001468 1.298101 0.0 0.1 -0.1 0.128
H 0.877083 -0.916745 -0.476925 0.0 0.1 0.1 0.127
H -0.750428 0.802444 1.461360 0.1 -0.1 -0.1 0.118
H -4.280692 0.391038 -1.076755 0.1 -0.2 -0.1 0.071
H -0.696287 1.070402 -0.291348 -0.1 -0.2 0.1 0.116
H -3.268489 -0.594924 -2.340543 -0.1 0.1 0.2 0.072



16
Properties=species:S:1:pos:R:3:forces:R:3:lowdin_charge:R:1 method="wB97M-V/def2-TZVPD" total_charge=0 de_lowest_ev=2.183 spin_multiplicity=1 max_force_ha_per_bohr=0.022
C 1.294551 -1.100429 1.997637 -0.1 0.1 -0.1 0.011
C 0.864473 -0.421988 0.940606 0.1 -0.1 0.1 -0.185
C 0.367196 1.005610 0.985158 0.0 0.0 0.1 -0.188
C 1.170697 1.885730 0.122097 0.5 0.5 -0.6 -0.228
N 1.789041 2.565304 -0.581610 -0.6 -0.7 0.7 0.134
H 1.620900 -2.134154 1.910420 0.0 0.2 0.0 0.058
H 1.337398 -0.640976 2.983043 0.0 -0.1 -0.1 0.062
H 0.859286 -0.892061 -0.042628 0.0 0.1 0.2 0.091
H 0.385644 1.396568 2.008865 0.0 -0.1 -0.2 0.120
H -0.662784 1.047009 0.604983 0.2 0.0 0.1 0.100
C -1.629420 -0.782918 -1.834158 -0.1 -0.5 -0.1 -0.162
O -1.589602 0.562822 -1.408864 0.2 0.3 -0.2 -0.133
H -0.643063 -1.266405 -1.786897 -0.1 0.1 0.0 0.068
H -2.296484 -1.311175 -1.150778 0.1 0.0 -0.1 0.084
H -2.026281 -0.892550 -2.853240 0.1 0.1 0.2 0.081
H -1.025214 1.053855 -2.018088 -0.1 0.0 0.1 0.086